<P>
12
Properties=species:S:1:pos:R:3 method="wB97M-V/def2-TZVPD" orbital_gap_ev=9.18 charge=0
C -1.78 0.01 0.07
C 0.57 0.54 -0.13
C 1.82 -0.19 -0.32
C 2.77 -1.09 0.05
H -3.52 0.04 0.18
H -1.70 1.14 0.66
H -0.42 -1.54 -0.03
H 1.48 2.04 -0.45
H 3.64 -1.61 0.23
N -2.86 -0.76 -0.30
N -0.48 -0.42 0.08
N 0.48 1.85 -0.04

<Q>
12
Properties=species:S:1:pos:R:3 method="wB97M-V/def2-TZVPD" orbital_gap_ev=10.48 charge=0
C 0.05 -0.86 1.26
N 0.13 0.07 0.16
C -0.91 0.47 -0.45
C 3.08 1.31 -2.29
N 2.33 0.96 -1.46
C -2.27 0.05 -0.13
N -3.36 -0.29 0.09
H -0.96 -1.19 1.50
H 0.50 -0.39 2.14
H 0.67 -1.73 1.02
H 1.66 0.64 -0.76
H -0.81 1.17 -1.27

Which of them is the least stable? Correct choice: <P>.

<P>
10
Properties=species:S:1:pos:R:3 method="wB97M-V/def2-TZVPD" orbital_gap_ev=10.42 charge=0
N 2.06 -0.05 0.26
C 1.02 -0.69 0.22
N 0.39 2.64 -1.22
N -0.54 2.97 -0.73
O -2.41 -1.15 0.81
C -1.39 -0.63 0.42
C -0.12 -1.34 0.32
H 2.50 0.23 -0.61
H -1.37 0.43 0.09
H -0.15 -2.42 0.43

<Q>
10
Properties=species:S:1:pos:R:3 method="wB97M-V/def2-TZVPD" orbital_gap_ev=9.12 charge=0
C 1.45 0.35 0.16
C 0.22 0.12 0.07
C -1.83 0.52 0.00
H 3.31 0.18 -0.19
H 1.45 1.50 0.33
H -2.83 0.73 0.22
N -0.75 1.26 -0.16
N -1.80 -0.89 0.02
N -0.54 -1.16 -0.03
O 2.59 -0.35 -0.07

Which of them is the least stable? Correct choice: <Q>.

<P>
10
Properties=species:S:1:pos:R:3 method="wB97M-V/def2-TZVPD" orbital_gap_ev=7.28 charge=0
N -1.05 2.10 1.36
C -0.53 1.17 0.76
N 1.34 -0.58 -1.83
N 0.81 -1.53 -1.35
O -1.09 -1.29 0.33
C 0.18 -1.26 0.10
C 0.13 0.23 0.13
H -1.74 2.64 0.84
H 0.86 -1.80 0.77
H 1.10 0.32 -1.11

<Q>
10
Properties=species:S:1:pos:R:3 method="wB97M-V/def2-TZVPD" orbital_gap_ev=9.85 charge=0
N 0.22 2.08 1.03
C -0.03 1.31 0.09
N 0.32 -0.67 1.97
N -0.05 -1.13 1.05
O 1.17 -1.95 -1.02
C 0.15 -1.34 -0.88
C -0.15 0.38 -0.85
H -0.53 2.33 1.68
H -0.85 -1.79 -1.01
H -0.44 0.68 -1.85

Which of them is the least stable? Correct choice: <P>.

<P>
10
Properties=species:S:1:pos:R:3 method="wB97M-V/def2-TZVPD" orbital_gap_ev=10.44 charge=0
N 2.18 -0.11 0.44
C 1.06 -0.58 0.29
N 0.43 2.17 -0.89
N -0.63 2.33 -0.66
O -1.80 -0.11 1.49
C -1.41 -0.45 0.40
C -0.12 -1.13 0.11
H 2.51 0.38 -0.39
H -2.02 -0.26 -0.52
H -0.15 -2.11 -0.33

<Q>
10
Properties=species:S:1:pos:R:3 method="wB97M-V/def2-TZVPD" orbital_gap_ev=9.33 charge=0
N 2.12 -0.18 -0.11
C 0.88 0.06 -0.12
N 0.42 1.38 -0.58
N -0.77 1.68 -0.52
O -2.53 -0.80 0.89
C -1.40 -0.75 0.57
C -0.12 -0.92 0.29
H 2.62 0.62 -0.51
H -1.37 0.89 -0.17
H 0.14 -1.97 0.27

<R>
10
Properties=species:S:1:pos:R:3 method="wB97M-V/def2-TZVPD" orbital_gap_ev=10.22 charge=0
N 2.17 -0.15 0.47
C 1.04 -0.55 0.27
N 0.36 2.34 -0.24
N -0.44 1.93 -0.88
O -1.74 0.41 1.12
C -1.47 -0.43 0.29
C -0.16 -1.07 0.06
H 2.66 0.35 -0.27
H -2.24 -0.78 -0.42
H -0.17 -2.05 -0.42

<S>
10
Properties=species:S:1:pos:R:3 method="wB97M-V/def2-TZVPD" orbital_gap_ev=9.49 charge=0
C -0.25 0.88 -0.15
C -0.04 -0.33 -0.82
C 0.69 -1.14 1.09
H -1.31 1.49 -1.72
H -0.07 -0.52 -1.95
H 0.92 -1.95 1.76
N 0.51 -1.35 -0.22
N 0.47 0.00 1.72
N -0.01 1.09 1.12
O -0.91 1.83 -0.83

Which of them is the least stable? Correct choice: <Q>.

<P>
15
Properties=species:S:1:pos:R:3 method="wB97M-V/def2-TZVPD" orbital_gap_ev=11.46 charge=0
C -0.65 1.46 -0.30
C -0.60 0.05 0.32
C -0.83 -1.02 -0.77
C 1.11 -0.14 1.25
C 1.85 -0.69 0.15
N 2.12 -1.20 -0.86
H 0.04 2.11 0.22
H -1.64 1.93 -0.25
H -0.37 1.45 -1.37
H -1.33 -0.06 1.13
H -1.06 -0.60 -1.77
H -1.58 -1.78 -0.54
H 0.13 -1.51 -0.93
H 1.27 -0.83 2.13
H 1.55 0.82 1.60

<Q>
15
Properties=species:S:1:pos:R:3 method="wB97M-V/def2-TZVPD" orbital_gap_ev=8.83 charge=0
C 0.26 -0.68 2.11
N -1.69 0.31 0.08
C -0.38 0.00 -0.23
C 0.51 -0.48 0.65
C 1.10 0.63 -2.15
C -0.02 0.16 -1.65
H -0.53 0.00 2.46
H -0.06 -1.69 2.36
H 1.12 -0.36 2.69
H -2.03 0.20 1.01
H -2.16 0.88 -0.60
H 1.52 -0.62 0.29
H 1.83 1.12 -1.52
H 1.37 0.68 -3.20
H -0.85 -0.17 -2.29

Which of them is the least stable? Correct choice: <P>.

<P>
13
Properties=species:S:1:pos:R:3 method="wB97M-V/def2-TZVPD" orbital_gap_ev=8.97 charge=0
C 3.12 0.13 -0.47
C -2.67 0.22 -0.20
C -1.34 0.51 0.39
H 0.59 -1.52 1.19
H 4.12 0.46 -0.21
H 2.76 0.33 -1.49
H -2.91 0.65 -1.17
H -3.52 0.12 0.47
H -0.66 1.14 -0.18
H -1.27 0.61 1.47
N 2.45 -0.47 0.43
S 0.88 -0.99 0.00
S -1.53 -1.18 -0.23

<Q>
13
Properties=species:S:1:pos:R:3 method="wB97M-V/def2-TZVPD" orbital_gap_ev=8.44 charge=0
C -1.88 0.61 0.57
C -1.51 -0.89 0.43
C 1.08 -0.22 0.50
H -1.91 2.40 -0.34
H -2.47 1.10 -1.29
H -2.90 0.50 0.97
H -1.22 1.07 1.38
H -2.27 -1.42 -0.15
H -1.47 -1.25 1.41
H 0.84 -0.26 1.57
N -1.77 1.44 -0.63
S -0.04 -1.16 -0.51
S 2.39 0.59 0.00

Which of them is the least stable? Correct choice: <P>.

<P>
17
Properties=species:S:1:pos:R:3 method="wB97M-V/def2-TZVPD" spin_multiplicity=2 orbital_gap_ev="9.70 / 4.87" charge=+1 s_squared=0.7549
C -1.74 1.38 0.40
C -2.56 0.99 -0.80
H -1.11 2.23 0.16
H -2.26 1.55 1.33
H -1.28 0.50 0.92
H -2.53 1.81 -1.52
H -3.60 0.68 -0.73
H -2.07 0.21 -1.39
C 1.85 -2.14 -0.05
C 2.02 -0.63 -0.17
O 2.22 -0.13 -1.29
N 1.95 0.19 0.88
H 2.59 -2.57 0.63
H 2.08 -2.56 -1.03
H 1.89 1.16 0.65
H 1.70 -0.28 1.75
H 0.84 -2.40 0.26

<Q>
17
Properties=species:S:1:pos:R:3 method="wB97M-V/def2-TZVPD" spin_multiplicity=2 orbital_gap_ev="10.84 / 5.92" charge=+1 s_squared=0.7530
N -1.52 0.42 1.67
C -1.38 -0.73 0.69
C 2.06 -0.58 -1.15
C 0.58 -0.66 -0.81
C 0.06 -0.86 0.39
H -1.94 1.21 1.22
H -2.18 0.20 2.41
H -1.88 -0.61 -0.35
H -1.88 -1.60 1.12
H 2.38 0.35 -1.66
H 2.45 -0.56 -0.09
H 2.51 -1.44 -1.60
H 0.00 -0.48 -1.70
H 0.78 -0.80 1.16
H 0.47 2.37 0.09
H -0.62 1.58 -0.56
O 0.12 2.18 -0.81

<R>
17
Properties=species:S:1:pos:R:3 method="wB97M-V/def2-TZVPD" spin_multiplicity=2 orbital_gap_ev="11.68 / 6.69" charge=+1 s_squared=0.7542
C -1.41 1.25 -0.23
N -0.90 0.41 0.85
C 1.56 0.78 0.93
C 0.43 -0.26 0.64
C 0.63 -0.77 -0.78
O -0.32 -1.71 -1.30
H -1.50 0.71 -1.18
H -0.62 1.99 -0.42
H -2.36 1.64 0.14
H -0.85 0.94 1.72
H 1.76 1.32 0.01
H 2.43 0.16 1.12
H 1.36 1.46 1.73
H 0.52 -1.11 1.31
H 0.74 0.09 -1.45
H 1.56 -1.35 -0.92
H -1.18 -1.32 -1.12

Which of them is the least stable? Correct choice: <Q>.

<P>
16
Properties=species:S:1:pos:R:3 method="wB97M-V/def2-TZVPD" orbital_gap_ev=10.56 charge=0
C -2.11 0.38 0.38
C -0.64 0.04 0.51
O -0.54 -1.34 0.80
C 0.17 0.36 -0.72
C 1.68 0.20 -0.46
O 2.09 -0.90 0.37
H -2.61 0.14 1.32
H -2.25 1.45 0.17
H -2.56 -0.21 -0.42
H -0.20 0.64 1.33
H 0.41 -1.50 0.90
H 0.04 1.40 -1.06
H -0.18 -0.27 -1.56
H 2.07 1.09 0.05
H 2.06 0.11 -1.48
H 2.56 -1.58 -0.14

<Q>
16
Properties=species:S:1:pos:R:3 method="wB97M-V/def2-TZVPD" orbital_gap_ev=11.50 charge=0
C -2.19 0.11 0.16
O -0.94 0.78 0.05
H 0.33 -0.51 -1.53
H -2.04 -0.96 -0.03
H -2.84 0.54 -0.59
H -2.62 0.22 1.16
C 1.19 1.37 0.92
C 1.04 -1.37 -1.45
C 0.02 0.42 0.98
O -0.15 -0.45 1.79
H 1.28 1.79 -0.07
H 1.03 2.17 1.64
H 2.10 0.83 1.20
H 0.69 -2.18 -2.07
H 2.03 -1.05 -1.75
H 1.07 -1.71 -0.42

Which of them is the least stable? Correct choice: <P>.

<P>
16
Properties=species:S:1:pos:R:3 method="wB97M-V/def2-TZVPD" orbital_gap_ev="7.69 / 7.69" charge=0
C -2.11 1.25 -1.13
O -1.75 0.33 -0.13
C 0.41 -0.74 -0.63
C 0.77 -0.30 0.70
C 2.12 -0.86 1.19
O 0.44 0.90 1.08
H -1.25 1.57 -1.74
H -2.84 0.77 -1.80
H -2.58 2.15 -0.72
H 0.12 -0.06 -1.43
H 0.40 -1.80 -0.87
H -0.01 -1.10 1.08
H 2.15 -0.74 2.28
H 2.91 -0.24 0.75
H 2.29 -1.91 0.93
H -1.06 0.78 0.45

<Q>
16
Properties=species:S:1:pos:R:3 method="wB97M-V/def2-TZVPD" orbital_gap_ev=7.99 charge=0
C -1.38 -1.21 -0.41
C -0.21 -0.64 0.34
C -0.24 1.86 0.08
O -0.08 -0.64 1.59
C 1.12 -0.68 -0.36
O 1.98 0.01 0.56
H -1.06 -2.19 -0.77
H -2.27 -1.34 0.21
H -1.63 -0.61 -1.29
H -0.66 1.88 -0.94
H -1.10 1.79 0.77
H 0.17 2.87 0.27
H 1.20 -0.24 1.48
H 1.39 -1.74 -0.48
H 1.10 -0.19 -1.32
H 1.67 1.07 0.29

<R>
16
Properties=species:S:1:pos:R:3 method="wB97M-V/def2-TZVPD" orbital_gap_ev=10.69 charge=0
C -1.88 -0.56 -0.03
O -1.03 0.56 -0.40
C -2.87 -0.81 -1.15
H -2.39 -0.29 0.89
H -1.20 -1.38 0.16
H -0.94 1.13 0.36
H -3.43 0.10 -1.34
H -3.43 -1.74 -0.99
H -2.46 -1.09 -2.13
O 1.85 -0.32 1.61
C 2.07 -0.17 0.44
C 2.30 1.20 -0.18
H 1.92 -1.00 -0.28
H 2.87 1.06 -1.10
H 1.35 1.70 -0.34
H 2.95 1.79 0.46

<S>
16
Properties=species:S:1:pos:R:3 method="wB97M-V/def2-TZVPD" orbital_gap_ev=10.45 charge=0
C 2.11 1.18 0.64
C -0.80 -0.26 -1.50
O -1.97 -0.88 -0.91
C -0.01 0.42 -0.41
C 1.28 0.69 -0.50
H 3.19 1.26 0.47
H 1.87 2.17 1.05
H 2.01 0.54 1.53
H -0.19 -1.03 -1.97
H -1.20 0.45 -2.21
H -2.06 -1.78 -1.20
H -0.59 0.55 0.50
H 1.80 0.51 -1.43
H -2.10 -0.89 1.34
H -1.27 -1.40 2.55
O -2.08 -1.53 2.06

Which of them is the least stable? Correct choice: <Q>.

<P>
16
Properties=species:S:1:pos:R:3 method="wB97M-V/def2-TZVPD" orbital_gap_ev=11.17 charge=0
C -0.86 0.55 -1.58
C -0.20 -0.57 0.44
C 0.40 -1.75 -0.23
C 0.59 1.35 1.45
H -1.52 1.44 -1.70
H 0.20 0.85 -1.64
H -0.97 -0.25 -2.34
H -0.69 -0.78 1.43
H 0.96 -1.46 -1.15
H 1.20 -2.18 0.43
H -0.27 -2.60 -0.45
H 1.45 1.94 1.68
H 0.04 1.12 2.40
H -0.03 2.09 0.88
O -1.22 0.01 -0.28
O 0.92 0.25 0.68

<Q>
16
Properties=species:S:1:pos:R:3 method="wB97M-V/def2-TZVPD" orbital_gap_ev=9.25 charge=0
C -0.06 1.71 2.46
O -0.53 1.26 1.22
C 0.11 0.08 0.80
C -0.45 -0.32 -0.56
O 0.64 -0.70 -1.40
C 0.31 -0.83 -2.68
H -0.56 2.65 2.68
H -0.27 0.99 3.26
H 1.03 1.88 2.43
H 1.20 0.24 0.69
H -0.03 -0.72 1.55
H -1.15 -1.17 -0.49
H -0.98 0.54 -1.00
H 0.01 -2.60 -2.81
H -0.50 -1.91 -2.90
H 1.23 -1.09 -3.23

<R>
16
Properties=species:S:1:pos:R:3 method="wB97M-V/def2-TZVPD" orbital_gap_ev=10.95 charge=0
C -0.46 2.00 -2.14
O -0.80 0.89 -1.36
C 0.11 0.67 -0.32
C -0.30 -0.59 0.43
O 0.82 -1.03 1.16
C 0.63 -2.28 1.76
H -1.16 2.04 -2.98
H -0.52 2.94 -1.57
H 0.56 1.91 -2.55
H 1.13 0.52 -0.71
H 0.14 1.54 0.36
H -1.14 -0.39 1.11
H -0.64 -1.33 -0.31
H 1.40 -2.39 2.54
H -0.35 -2.37 2.24
H 0.75 -3.11 1.04

Which of them is the least stable? Correct choice: <Q>.

<P>
20
Properties=species:S:1:pos:R:3 method="wB97M-V/def2-TZVPD" orbital_gap_ev=12.37 charge=+1
C -0.74 2.14 -1.19
N -1.07 1.40 0.05
H 0.25 1.86 -1.50
H -0.74 3.21 -0.99
H -1.46 1.93 -1.96
H -1.11 0.38 -0.12
H -0.34 1.58 0.79
H -1.95 1.70 0.46
H 0.76 -2.01 2.96
H 0.19 -1.64 1.56
O 0.68 -1.29 2.32
H 1.82 -2.00 -2.39
H 0.75 -1.78 -3.48
O 0.90 -1.75 -2.52
H -0.28 -1.57 -1.26
H -1.57 -2.05 -0.59
O -0.88 -1.37 -0.51
H 1.01 0.45 2.18
H 1.64 1.86 2.30
O 0.97 1.36 1.82

<Q>
20
Properties=species:S:1:pos:R:3 method="wB97M-V/def2-TZVPD" orbital_gap_ev=11.27 charge=+1
C -1.25 -0.81 0.99
N 0.02 -0.13 0.35
H -1.06 -0.94 2.05
H -1.29 -1.82 0.61
H -2.02 0.07 0.94
H 0.12 -0.10 -0.69
H -0.08 0.82 0.56
H 1.09 -0.34 0.90
H 2.97 3.13 -2.69
H 2.64 2.26 -4.01
O 2.23 2.74 -3.27
H -4.44 -2.88 3.12
H -3.79 -1.62 3.32
O -3.89 -2.20 2.63
H 2.54 -0.06 2.35
H 3.10 -1.03 1.41
O 2.39 -0.44 1.49
H 0.79 1.45 -2.52
H -0.46 0.40 -2.87
O 0.17 0.71 -2.21

Which of them is the least stable? Correct choice: <Q>.

<P>
6
Properties=species:S:1:pos:R:3 method="wB97M-V/def2-TZVPD" orbital_gap_ev=7.00 charge=-1
S -1.30 -0.14 -1.76
H -0.36 0.73 -1.38
O 1.57 -0.55 0.89
C 0.44 -0.15 0.79
H -0.45 -0.79 0.64
H 0.10 0.90 0.83

<Q>
6
Properties=species:S:1:pos:R:3 method="wB97M-V/def2-TZVPD" orbital_gap_ev=6.77 charge=-1
S 1.36 2.11 0.05
H 0.25 2.62 -0.47
O -1.31 -1.90 0.34
C -0.36 -1.16 0.02
H -0.65 -0.11 -0.06
H 0.71 -1.57 0.12

Which of them is the least stable? Correct choice: <Q>.

<P>
20
Properties=species:S:1:pos:R:3 method="wB97M-V/def2-TZVPD" orbital_gap_ev=7.73 charge=0
C 0.56 0.21 0.32
C -2.17 -1.66 1.29
C -1.74 -0.39 0.89
C -2.73 -2.41 0.32
C -2.21 -0.05 -0.55
C 2.11 2.12 0.16
C 2.37 0.00 -1.17
C 1.53 0.82 -0.25
N -0.25 -0.34 1.03
S -2.88 -1.48 -1.16
S -2.06 1.32 -1.33
H -2.19 -1.99 2.33
H -2.22 0.31 1.55
H -2.99 -3.55 0.35
H 1.98 2.89 -0.62
H 1.67 2.57 1.02
H 3.21 2.10 0.21
H 1.95 -0.18 -2.17
H 2.78 -0.94 -0.87
H 3.30 0.64 -1.33

<Q>
20
Properties=species:S:1:pos:R:3 method="wB97M-V/def2-TZVPD" orbital_gap_ev=8.55 charge=0
C 1.09 2.26 0.16
C 1.46 -0.08 0.59
C -0.92 -0.73 0.17
C -2.18 -1.32 -0.11
C -3.40 -0.56 -0.08
C -3.19 0.83 -0.13
C -1.93 1.46 -0.23
C -0.80 0.60 0.15
H 0.43 2.82 -0.57
H 2.19 2.39 -0.34
H 1.24 2.94 1.24
H 1.63 -0.08 1.66
H 2.68 -0.56 -1.63
H -2.41 -2.47 -0.27
H -4.39 -1.10 -0.46
H -4.17 1.37 -0.16
H -1.73 2.57 -0.39
N 0.61 0.95 0.16
S 3.11 -0.16 -0.36
S 0.60 -1.67 0.16

Which of them is the least stable? Correct choice: <P>.

<P>
17
Properties=species:S:1:pos:R:3 method="wB97M-V/def2-TZVPD" orbital_gap_ev=9.58 charge=+1
C -0.65 -2.08 -0.25
C -1.75 0.91 0.19
C 2.15 0.07 0.06
C -0.28 1.26 0.27
C 0.60 0.09 -0.29
O -0.04 -1.11 0.36
H -1.15 -2.80 0.45
H -0.67 -2.19 -1.31
H -2.03 0.07 0.94
H -2.01 0.55 -0.83
H -2.29 1.74 0.49
H 2.73 -0.78 -0.43
H 2.73 0.87 -0.23
H 2.07 -0.11 1.18
H -0.01 2.16 -0.36
H 0.04 1.39 1.29
H 0.57 -0.04 -1.53

<Q>
17
Properties=species:S:1:pos:R:3 method="wB97M-V/def2-TZVPD" orbital_gap_ev=8.09 charge=+1
C 2.44 0.09 0.04
C -0.83 -1.00 1.32
C -0.18 -0.74 -1.20
C -0.83 1.65 0.13
C 0.03 -0.25 0.21
O 1.36 0.06 0.65
H 3.38 0.51 0.74
H 2.65 -0.12 -0.93
H -0.72 -0.54 2.33
H -1.81 -0.95 0.97
H -0.38 -2.03 1.31
H -1.16 -0.69 -1.54
H 0.47 -0.44 -1.91
H -0.02 -1.82 -1.11
H -0.06 2.29 -0.46
H -1.85 1.46 -0.15
H -0.82 2.03 1.15

Which of them is the least stable? Correct choice: <Q>.